{"formula": "CH5Cl2N2PS", "method": "ωB97M-V with the def2-TZVPD basis set", "elements": ["C", "N", "N", "P", "S", "Cl", "Cl", "H", "H", "H", "H", "H"], "xyz": [[-0.121, 1.632, 0.399], [0.956, -1.749, -0.168], [1.354, -0.486, -0.495], [1.059, -0.245, -2.175], [1.713, -1.606, -3.382], [-0.834, 0.277, -2.770], [1.924, 1.586, -2.343], [-0.095, 1.652, 1.498], [0.657, 2.300, -0.033], [-1.114, 1.577, -0.172], [0.336, -2.184, -0.792], [0.523, -1.666, 0.784]], "forces_ev_per_a": [[-0.6, 1.2, -0.7], [-0.1, 1.8, 2.9], [-1.0, -0.3, -1.2], [1.3, 0.4, -1.0], [-0.2, 0.4, 0.7], [0.0, -0.2, 0.7], [0.1, -0.2, -0.1], [-0.3, -0.5, -0.6], [-0.8, -0.8, 0.2], [1.7, -0.1, 1.1], [-1.0, -1.0, -1.2], [0.9, -0.7, -1.0]], "gap_ev": [9.2, 7.6], "charge": 0, "multiplicity": 1, "energy_ev": -49264.992}

{"formula": "C28H40AsIrN6OS", "method": "ωB97M-V with the def2-TZVPD basis set", "elements": ["Ir", "N", "C", "S", "N", "N", "C", "C", "C", "C", "C", "C", "N", "H", "H", "H", "H", "H", "H", "H", "C", "C", "C", "C", "C", "C", "C", "N", "C", "C", "C", "C", "C", "C", "C", "N", "C", "C", "C", "C", "H", "H", "H", "H", "H", "H", "H", "H", "H", "H", "H", "H", "H", "H", "H", "H", "H", "H", "H", "H", "H", "H", "H", "H", "C", "As", "C", "C", "O", "H", "H", "H", "H", "H", "H", "H", "H", "H"], "xyz": [[-0.004, 1.667, 1.198], [3.603, 3.967, 1.594], [2.462, 3.311, 1.803], [1.045, 3.775, 0.821], [2.406, 2.398, 2.753], [1.127, 1.935, 2.820], [0.570, 1.851, 3.981], [-0.880, 1.746, 3.953], [-1.691, 1.653, 5.074], [-3.058, 1.539, 4.900], [-3.569, 1.494, 3.608], [-2.711, 1.600, 2.531], [-1.393, 1.760, 2.698], [3.652, 4.725, 0.938], [4.383, 3.805, 2.211], [1.166, 2.007, 4.870], [-1.239, 1.664, 6.056], [-3.717, 1.465, 5.754], [-4.628, 1.375, 3.430], [-3.045, 1.542, 1.505], [1.548, -5.172, 1.186], [0.106, -4.740, 1.494], [-0.835, -5.260, 0.396], [-0.316, -5.332, 2.837], [0.039, -3.223, 1.501], [-0.387, -2.473, 2.591], [-0.422, -1.097, 2.512], [-0.066, -0.410, 1.424], [0.384, -1.113, 0.356], [0.434, -2.493, 0.379], [0.899, -0.315, -0.786], [1.209, -0.898, -1.999], [1.629, -0.137, -3.090], [1.696, 1.235, -2.871], [1.374, 1.758, -1.635], [1.006, 1.020, -0.591], [1.991, -0.802, -4.406], [0.834, -1.706, -4.857], [2.275, 0.226, -5.500], [3.250, -1.653, -4.174], [1.617, -6.259, 1.236], [2.253, -4.756, 1.908], [1.863, -4.871, 0.186], [-0.817, -6.350, 0.388], [-0.532, -4.918, -0.595], [-1.864, -4.940, 0.569], [-0.235, -6.418, 2.793], [-1.353, -5.094, 3.081], [0.325, -4.992, 3.653], [-0.696, -2.942, 3.513], [-0.753, -0.533, 3.369], [0.814, -3.020, -0.481], [1.107, -1.966, -2.107], [2.004, 1.918, -3.649], [1.458, 2.821, -1.462], [-0.095, -1.143, -4.961], [0.661, -2.532, -4.166], [1.073, -2.141, -5.827], [1.415, 0.874, -5.683], [2.498, -0.292, -6.431], [3.139, 0.849, -5.261], [3.074, -2.443, -3.443], [4.084, -1.042, -3.825], [3.546, -2.126, -5.111], [-2.264, 4.598, 0.389], [-2.286, 3.138, -0.858], [-1.459, 3.698, -2.494], [-4.102, 2.674, -1.242], [-1.562, 1.715, -0.275], [-2.251, 5.538, -0.159], [-1.380, 4.524, 1.016], [-3.155, 4.553, 1.014], [-2.072, 4.477, -2.948], [-1.388, 2.844, -3.165], [-0.467, 4.096, -2.289], [-4.586, 3.506, -1.751], [-4.628, 2.466, -0.312], [-4.113, 1.794, -1.882]], "forces_ev_per_a": [[-0.5, 0.0, -0.9], [0.1, 0.0, 0.0], [-0.2, -0.3, 0.1], [0.0, 0.1, 0.6], [0.0, 0.5, -0.6], [0.3, -0.4, 0.2], [-0.1, 0.2, -0.3], [0.1, -0.2, 0.0], [0.1, 0.0, 0.0], [0.0, 0.0, -0.1], [-0.1, 0.0, 0.0], [0.1, 0.1, 0.0], [0.4, 0.3, 0.3], [0.0, 0.0, 0.0], [0.0, 0.0, 0.0], [-0.1, 0.1, 0.1], [0.0, 0.0, 0.0], [0.0, 0.0, 0.0], [0.0, 0.0, 0.0], [0.0, 0.0, 0.0], [0.0, 0.0, 0.0], [0.0, 0.0, 0.0], [0.0, 0.0, 0.0], [0.0, 0.0, 0.0], [0.0, 0.1, 0.0], [0.0, -0.1, 0.0], [-0.1, 0.0, 0.1], [-0.3, -0.2, -0.4], [0.3, 0.2, 0.0], [0.0, 0.0, 0.0], [-0.3, -0.1, 0.1], [0.0, 0.0, 0.0], [0.0, 0.1, 0.1], [0.0, -0.1, 0.0], [0.3, 0.3, 0.1], [0.0, -0.3, 0.5], [0.0, 0.0, 0.0], [0.0, 0.0, 0.0], [0.0, 0.0, 0.0], [0.0, 0.0, 0.0], [0.0, 0.0, 0.0], [0.0, 0.0, 0.0], [0.0, 0.0, 0.0], [0.0, 0.0, 0.0], [0.0, 0.0, 0.0], [0.0, 0.0, 0.0], [0.0, 0.0, 0.0], [0.0, 0.0, 0.0], [0.0, 0.0, 0.0], [0.0, 0.0, 0.0], [0.0, 0.0, 0.0], [0.0, 0.0, 0.0], [0.0, 0.0, 0.0], [0.0, 0.0, 0.0], [0.0, 0.0, 0.1], [0.0, 0.0, 0.0], [0.0, 0.0, 0.0], [0.0, 0.0, 0.0], [0.0, 0.0, 0.0], [0.0, 0.0, 0.0], [0.0, 0.0, 0.0], [0.0, 0.0, 0.0], [0.0, 0.0, 0.0], [0.0, 0.0, 0.0], [-0.1, -0.1, 0.0], [0.0, -0.2, -0.2], [0.0, 0.0, 0.1], [0.1, 0.1, 0.0], [0.2, 0.0, 0.3], [0.0, 0.0, 0.0], [0.0, 0.1, 0.0], [0.0, 0.0, 0.0], [0.0, 0.0, 0.0], [0.0, 0.0, 0.0], [0.0, 0.0, 0.0], [0.0, 0.0, 0.0], [0.0, 0.0, 0.0], [0.0, 0.0, 0.0]], "gap_ev": 7.6, "charge": 2, "multiplicity": 1, "energy_ev": -115175.716}

What did we get for relative energy (zero: lowest compared OMol25 entry of this formula, charge and spin)? Answer: 284.26; 84.82 kJ/mol, in the order shown.